[1]
{"formula": "C2H6N3", "method": "ωB97M-V with the def2-TZVPD basis set", "homo_lumo_gap_ev": [9.23, 9.23], "total_charge": 1, "homo_ev": [-14.141, -14.140], "relative_energy_kj_mol": 349.5, "total_energy_ha": -243.7018, "lumo_ev": [-4.911, -4.911], "elements": ["C", "C", "N", "N", "N", "H", "H", "H", "H", "H", "H"], "xyz": [[-0.3309, 0.0946, -0.0854], [2.1343, -0.0941, -0.2080], [2.7570, 0.8737, 0.0540], [-0.7462, -0.8545, 0.8236], [-1.4153, 0.8082, -0.5628], [2.2856, -1.1455, -0.2044], [2.7905, 1.9579, -0.0364], [-1.7457, -0.8711, 0.9793], [-0.3270, -1.6756, 1.1801], [-2.3341, 0.5125, -0.1315], [-1.2830, 1.5126, -1.2733]], "forces_ev_per_a": [[-1.386, -1.210, 0.335], [0.093, 2.324, 1.214], [-0.564, 1.726, -1.348], [-0.796, 2.313, -1.590], [1.687, -2.101, 1.935], [-0.550, -0.846, -0.280], [-0.247, -2.779, 0.510], [-0.129, -0.237, 0.258], [1.238, -0.317, 0.046], [1.085, 1.190, -1.343], [-0.431, -0.061, 0.262]], "nbo_charge": [0.30, 0.42, -0.49, -0.80, -0.79, 0.25, 0.50, 0.37, 0.42, 0.40, 0.43]}

[2]
{"formula": "C3H7BrN4O4", "method": "ωB97M-V with the def2-TZVPD basis set", "homo_lumo_gap_ev": 7.84, "homo_ev": -9.141, "smiles": "CO/N=[N+]([O-])/C=[N+](/[O-])N(Br)OC", "relative_energy_kj_mol": 193.0, "total_energy_ha": -3212.0907, "lumo_ev": -1.300, "elements": ["C", "O", "N", "N", "O", "C", "N", "O", "N", "Br", "O", "C", "H", "H", "H", "H", "H", "H", "H"], "xyz": [[-1.8311, -0.7760, 3.0367], [-1.6303, 0.0361, 1.8769], [-1.3618, -0.8230, 0.8200], [-0.9472, -0.2613, -0.2187], [-0.7788, 0.9317, -0.4090], [-0.6479, -1.1771, -1.2697], [0.2324, -0.7979, -2.1535], [0.4402, -1.5512, -3.1092], [1.0408, 0.3697, -1.9770], [2.4630, 0.5243, -3.5696], [1.7257, 0.3855, -0.8019], [2.0341, 1.7529, -0.3529], [-0.9699, -1.4708, 3.2208], [-2.7949, -1.2670, 3.1673], [-1.6617, 0.1333, 3.7728], [-1.4952, -1.9883, -1.3871], [1.0437, 2.2178, -0.0454], [2.4755, 2.3114, -1.0760], [2.6636, 1.4501, 0.4755]], "forces_ev_per_a": [[2.001, 2.541, 2.275], [0.121, -0.869, -1.884], [-0.457, -1.240, 1.066], [-0.168, 0.076, 0.672], [-0.346, 1.858, 0.231], [-2.608, -0.573, 0.635], [0.683, -2.499, 0.456], [0.259, 0.489, -1.088], [1.356, 2.092, -1.327], [-1.321, -0.554, 1.407], [-0.254, -0.660, -0.826], [-3.386, -2.296, 2.318], [-0.870, 0.470, -0.458], [-0.016, 0.218, -0.442], [-0.826, -2.297, -0.631], [2.655, 1.559, -0.240], [1.397, -0.505, -0.168], [1.592, 1.382, -2.210], [0.187, 0.807, 0.216]], "nbo_charge": [-0.27, -0.36, 0.01, 0.26, -0.47, 0.05, 0.22, -0.42, 0.04, 0.06, -0.35, -0.25, 0.19, 0.19, 0.21, 0.27, 0.22, 0.19, 0.21]}